38
Properties=species:S:1:pos:R:3:lowdin_charge:R:1 method="wB97M-V/def2-TZVPD" largest_force_ev_per_a=10.17 e_tot_ev=-20369.3561 molar_mass_g_mol=308.02 relative_energy_kj_mol=495.2 total_charge=-1
C -3.1758 -0.8444 2.7662 -0.289
C -2.7019 -2.3100 2.1978 -0.529
Nb -1.0020 -2.1987 0.6856 1.229
N -0.0133 -3.7774 1.8429 -0.309
B 0.7988 -2.3511 -0.7710 -0.738
N 2.1507 -1.9795 -0.1718 0.024
O 0.7045 -2.8014 -2.1737 -0.108
H -2.3129 -0.0493 2.8402 0.036
H -3.6751 -1.0411 3.8304 0.049
H -4.0683 -0.4512 2.0813 0.057
H -2.3199 -2.9334 3.1353 0.024
H -3.5970 -2.9199 1.7492 0.008
H -1.8194 -3.4496 -0.3400 -0.135
H -1.8259 -0.9305 -0.3320 -0.147
H -0.1137 -0.9041 1.5841 -0.141
H -0.4020 -4.6628 1.4464 -0.049
H 1.0064 -3.7327 1.5455 -0.059
H 2.0564 -1.9225 0.8657 0.005
H 2.5366 -1.1030 -0.5890 0.024
H 0.7972 -2.0319 -2.8172 0.077
C 5.7578 0.4826 0.8717 -0.082
C 4.9531 0.6529 -0.4065 -0.208
N 4.2855 0.7943 -1.4670 0.091
H 6.7898 0.2140 0.6295 0.071
H 5.7570 1.4167 1.4401 0.072
H 5.3188 -0.3085 1.4860 0.077
C -2.3345 1.6161 -3.1075 -0.091
C -1.5664 1.3475 -1.8237 -0.230
N -0.9291 1.1247 -0.7586 0.072
H -3.2941 2.0867 -2.8763 0.070
H -1.7578 2.2827 -3.7546 0.058
H -2.5170 0.6765 -3.6363 0.071
C -0.3003 4.9420 -0.5494 -0.082
C -1.1050 5.1123 -1.8276 -0.209
N -1.7726 5.2537 -2.8880 0.075
H 0.7317 4.6734 -0.7916 0.078
H -0.3011 5.8761 0.0190 0.069
H -0.7392 4.1509 0.0649 0.070

35
Properties=species:S:1:pos:R:3:lowdin_charge:R:1 method="wB97M-V/def2-TZVPD" largest_force_ev_per_a=1.99 e_tot_ev=-85042.4019 molar_mass_g_mol=253.11 relative_energy_kj_mol=295.7 total_charge=0
Li -0.5553 0.9862 -0.4799 0.670
Br -2.9233 2.5660 -2.1833 -0.758
C -0.8410 -4.0209 -1.9983 -0.072
C -1.9797 -3.3388 -1.2924 -0.487
C -2.8356 -4.2991 -0.4050 -0.047
O -1.3686 -2.3411 -0.4918 -0.066
H -0.3913 -3.3623 -2.7414 0.080
H -1.2666 -4.8166 -2.6096 0.083
H -0.0803 -4.4735 -1.3622 0.085
H -2.7006 -2.9429 -2.0077 0.142
H -3.4324 -3.7536 0.3260 0.078
H -2.1541 -4.9917 0.0890 0.072
H -3.5415 -4.9141 -0.9633 0.076
H -0.7669 -2.8982 0.0075 0.077
C -0.9396 4.1350 3.1708 -0.041
C 0.2090 3.1901 2.7907 -0.515
C 1.2426 3.0869 3.8505 -0.073
O -0.3696 1.9086 2.6091 -0.070
H -0.4584 4.9736 3.6741 0.075
H -1.6725 3.7335 3.8705 0.088
H -1.3447 4.5862 2.2650 0.087
H 0.6987 3.5582 1.8892 0.140
H 2.0225 2.3629 3.6147 0.084
H 0.7800 2.7484 4.7776 0.088
H 1.6946 4.0719 3.9674 0.086
H -0.8527 1.7914 3.4304 0.081
C 2.3488 0.0161 -3.5157 -0.081
C 2.9487 0.0717 -2.1472 -0.325
O 2.3427 1.1582 -1.4606 -0.105
H 2.8547 0.7446 -4.1492 0.079
H 1.2901 0.2751 -3.5234 0.082
H 2.4795 -1.0037 -3.8776 0.078
H 4.0305 0.0696 -2.0138 0.120
H 2.5903 -0.7815 -1.5713 0.103
H 2.9422 1.9039 -1.5387 0.086

37
Properties=species:S:1:pos:R:3:lowdin_charge:R:1 method="wB97M-V/def2-TZVPD" largest_force_ev_per_a=4.29 e_tot_ev=-46625.7656 molar_mass_g_mol=265.20 total_charge=-1
O 0.9376 2.1157 0.2650 -0.374
V -0.1461 0.9819 0.1773 0.954
O -1.3080 1.3114 -0.8540 -0.350
C 1.1333 -3.3428 -0.5299 -0.069
C 0.9586 -2.1575 0.4362 -0.549
C 2.2324 -1.2362 0.5773 -0.064
O -0.1348 -1.3707 0.0068 -0.323
H 1.1779 -2.9727 -1.5542 0.056
H 0.2191 -3.9362 -0.5154 0.067
H 2.0182 -3.8945 -0.2124 0.064
H 0.7657 -2.5042 1.4515 0.112
H 2.0457 -0.4838 1.3435 0.065
H 2.5613 -0.8375 -0.3824 0.049
H 3.0526 -1.8406 0.9648 0.058
C -2.4655 1.8712 4.1453 -0.077
C -1.9491 2.1216 2.7274 -0.617
C -1.3467 3.5297 2.5711 -0.083
O -1.0927 1.1524 2.2264 -0.303
H -1.6594 1.7903 4.8744 0.067
H -2.9561 0.8979 4.1412 0.066
H -3.1608 2.6710 4.4004 0.066
H -2.8156 2.0797 2.0675 0.112
H -1.8647 4.4227 2.9208 0.055
H -1.1086 3.8055 1.5438 0.061
H -0.4472 3.5084 3.1863 0.072
C -1.0696 -1.9029 -3.4321 -0.185
O -1.2172 -0.7057 -2.7535 -0.138
H -1.4420 -1.7525 -4.4454 0.075
H -0.0775 -2.3014 -3.6440 0.062
H -1.6218 -2.6171 -2.8212 0.088
H -0.9847 -0.9293 -1.8493 0.019
C 2.3212 0.3743 -2.8854 -0.107
O 1.1546 0.7726 -2.0903 -0.168
H 2.6082 1.1008 -3.6457 0.064
H 3.2563 0.1961 -2.3543 0.071
H 2.0908 -0.4880 -3.5109 0.069
H 0.3345 0.5703 -2.5464 0.036

39
Properties=species:S:1:pos:R:3:lowdin_charge:R:1 method="wB97M-V/def2-TZVPD" largest_force_ev_per_a=1.17 e_tot_ev=-22002.6845 molar_mass_g_mol=236.10 relative_energy_kj_mol=40.9 total_charge=+1
C 3.2799 2.1779 -0.6876 0.005
N 4.7265 1.8756 -0.3770 0.157
B 5.2995 0.6327 -1.1038 -0.692
O 4.5841 0.0372 -2.0506 0.257
O 6.5530 0.3041 -0.8019 0.104
C 6.8299 -0.0728 0.5764 0.002
H 2.6131 1.5621 -0.1093 0.075
H 3.0922 3.1947 -0.3895 0.102
H 3.0817 2.0327 -1.7297 0.097
H 5.2865 2.6648 -0.7043 0.187
H 4.8554 1.8199 0.6305 0.169
H 4.1324 -0.7791 -1.7748 0.164
H 5.9399 -0.0603 1.1944 0.091
H 7.2645 -1.0549 0.5550 0.103
H 7.5589 0.6105 0.9884 0.101
C -0.3627 2.6396 -1.3879 0.001
C -0.3054 1.2744 -0.7428 -0.533
O 0.7598 0.6624 -0.5972 -0.025
N -1.4611 0.7381 -0.3342 0.033
C -2.8023 1.2925 -0.4260 -0.064
H 0.6411 2.9409 -1.6717 0.063
H -0.9810 2.6146 -2.2841 0.092
H -0.7669 3.3765 -0.6942 0.090
H -1.3653 -0.1778 0.0784 0.136
H -3.2312 1.3788 0.5721 0.090
H -3.4207 0.6156 -1.0091 0.069
H -2.7948 2.2708 -0.8940 0.074
C -5.9920 -2.4860 0.2508 -0.005
C -4.5140 -2.2590 0.4478 -0.538
O -3.8529 -1.5958 -0.3423 0.012
N -3.9352 -2.8210 1.5367 0.009
C -4.5584 -3.6321 2.5696 -0.068
H -6.3010 -1.9784 -0.6567 0.084
H -6.2081 -3.5494 0.1487 0.088
H -6.5590 -2.0825 1.0900 0.088
H -2.9472 -2.6384 1.6085 0.135
H -4.4323 -3.1565 3.5428 0.085
H -4.0898 -4.6162 2.6023 0.086
H -5.6172 -3.7560 2.3763 0.073

37
Properties=species:S:1:pos:R:3:lowdin_charge:R:1 method="wB97M-V/def2-TZVPD" s2=0.750 largest_force_ev_per_a=2.91 multiplicity=2 e_tot_ev=-104780.4696 molar_mass_g_mol=301.26 total_charge=0
Ca 2.1530 -0.7527 -4.0603 0.729
Br 0.9659 0.5183 -1.6884 -0.143
C 2.1828 4.4019 -1.4662 -0.094
C 1.2527 4.3061 -0.2291 -0.317
O 0.0043 3.6666 -0.3366 -0.110
H 2.2683 3.4915 -2.0595 0.032
H 3.2529 4.5037 -1.2853 0.065
H 1.8951 5.1933 -2.1583 0.062
H 1.1514 5.2577 0.2927 0.109
H 1.8234 3.6852 0.4614 0.092
H -0.0739 2.8958 -0.9035 -0.016
C 1.9920 -0.3896 2.3627 -0.078
C 2.7791 -1.4317 1.5999 -0.381
O 2.9236 -1.0472 0.2943 -0.145
H 2.4941 0.5608 2.1822 0.080
H 2.0849 -0.6270 3.4225 0.076
H 0.9818 -0.3609 1.9543 0.065
H 2.2956 -2.4057 1.6746 0.102
H 3.7788 -1.5661 2.0129 0.111
H 2.1473 -0.5600 0.0087 -0.108
C -2.2421 -3.8915 -0.7356 -0.082
C -2.5309 -2.3640 -0.8699 -0.398
C -2.1760 -1.6169 0.4712 -0.133
O -2.5132 -0.1758 0.2082 -0.219
C -2.6959 0.6908 1.3333 -0.104
N -1.7327 -1.8760 -2.0342 0.031
H -3.0002 -4.3539 -0.1035 0.071
H -1.2141 -4.1709 -0.5052 0.079
H -2.5541 -4.3698 -1.6641 0.071
H -3.5771 -2.1958 -1.1255 0.125
H -1.0933 -1.7112 0.5552 0.100
H -2.5662 -2.0599 1.3875 0.116
H -1.8599 1.3898 1.3094 0.078
H -2.7414 0.2455 2.3272 0.078
H -3.6727 1.1343 1.1406 0.083
H -1.1732 -2.7078 -2.1570 0.029
H -1.0102 -1.3069 -1.6168 -0.057

55
Properties=species:S:1:pos:R:3:lowdin_charge:R:1 method="wB97M-V/def2-TZVPD" largest_force_ev_per_a=1.97 e_tot_ev=-81514.0575 molar_mass_g_mol=543.79 total_charge=0
C 0.1476 1.7932 -0.5643 -0.114
C 1.1524 2.0777 0.5442 -0.668
Cl 1.9181 3.6671 0.1500 0.645
C 2.2879 1.0235 0.6170 -0.285
O 2.0386 -0.1370 -0.1944 -0.315
S 1.2009 -1.3127 0.5731 0.971
O 0.3859 -1.8749 -0.4603 -0.367
O 0.0662 -0.6064 1.6544 -0.395
P 0.5642 -0.5989 3.1947 0.229
O 1.9488 -0.9702 3.3521 -0.244
O 0.2244 0.8426 3.7340 -0.071
O -0.3372 -1.6007 4.0122 -0.058
H 0.6453 1.4897 -1.4759 0.086
H -0.5089 0.9906 -0.2320 0.073
H -0.4613 2.6716 -0.7393 0.057
H 0.6233 2.1948 1.4813 0.076
H 2.5202 0.7971 1.6560 0.091
H 3.1657 1.5046 0.1980 0.064
H 1.0023 1.3965 3.5579 0.098
H -1.2124 -1.1794 4.1047 0.106
C 3.9902 -1.1691 -3.3682 0.044
N 3.8994 0.3020 -3.5786 -0.451
O 4.4623 1.0209 -2.7789 0.067
O 3.2623 0.6781 -4.5415 0.061
H 4.5813 -1.3560 -2.4797 0.090
H 2.9774 -1.5417 -3.2455 0.098
H 4.4634 -1.6008 -4.2447 0.099
C -2.1855 -3.2651 0.7286 0.043
N -3.5903 -3.4548 1.1840 -0.432
O -3.8499 -4.4496 1.8272 0.080
O -4.3904 -2.5901 0.8774 0.046
H -1.6034 -4.1110 1.0749 0.102
H -2.1973 -3.2219 -0.3556 0.105
H -1.8125 -2.3374 1.1472 0.070
C -7.2523 -2.7335 0.4190 0.027
N -8.4733 -1.9147 0.1760 -0.452
O -8.4252 -1.0745 -0.6997 0.063
O -9.4385 -2.1461 0.8765 0.057
H -6.4828 -2.4192 -0.2707 0.075
H -6.9439 -2.5673 1.4443 0.093
H -7.5215 -3.7730 0.2562 0.103
C -1.3700 3.9929 -4.0065 0.045
N -1.7188 4.4900 -2.6466 -0.458
O -2.5938 3.9045 -2.0384 0.055
O -1.0974 5.4482 -2.2401 0.063
H -1.9990 3.1405 -4.2336 0.093
H -1.5453 4.8049 -4.7052 0.099
H -0.3210 3.7117 -3.9911 0.100
C 5.7206 -0.3509 2.1409 0.061
N 5.6499 1.1188 1.9088 -0.426
O 6.2264 1.8430 2.6899 0.086
O 5.0079 1.4904 0.9427 0.034
H 6.3173 -0.5307 3.0267 0.096
H 4.7026 -0.7109 2.2773 0.088
H 6.1792 -0.7967 1.2633 0.102